ORCA calculation (ωB97M-V with the def2-TZVPD basis set) on the ion C9H19N5 with charge +2.

XYZ file:
```
33
Properties=species:S:1:pos:R:3:forces:R:3:nbo_charge:R:1
C -1.01719 1.88244 -2.74945 -2.8723 2.1344 -1.1095 0.1650
N -0.04273 1.20426 -2.32297 3.3259 -0.1389 -1.4569 -0.3091
C 1.40633 1.17334 -3.02364 -1.0139 2.6512 0.0977 -0.3909
C -0.00942 0.41072 -1.17796 0.7018 -3.5831 3.3221 0.6694
N 0.87497 -0.62202 -1.02529 -3.0800 2.4808 -1.8057 -0.5067
C 0.85321 -1.63956 0.11775 -0.4879 1.3580 0.9567 0.3056
C 0.09060 -2.92883 -0.21954 0.0094 0.7272 -0.6548 -0.6394
C 2.34768 -1.70281 0.41488 0.1140 -3.1859 -0.0259 -0.6224
N 0.22348 -0.95918 1.19909 -1.3639 2.2262 1.2172 -0.5484
C -0.51898 0.12517 1.16377 1.5711 -3.2372 -0.8064 0.5949
N -1.10514 0.71119 2.20909 -0.2621 0.8855 -2.0260 -0.3784
C -1.12388 -0.01777 3.43449 2.2159 -1.5122 -0.1865 -0.4373
C -1.81770 2.03187 2.07071 0.5042 -2.8511 -2.5916 -0.3831
N -0.79585 0.69150 -0.14734 -1.0933 1.6865 -0.3761 -0.5688
H -1.00629 2.58253 -3.67669 0.6601 -1.4791 1.5264 0.2962
H -2.05373 1.92156 -2.24969 1.7581 -0.5057 -0.5126 0.2563
H 2.21969 1.13095 -2.28438 -0.7101 0.3911 0.0423 0.2698
H 1.46602 2.09853 -3.67380 -0.0874 -1.2054 0.8143 0.2752
H 1.42031 0.29487 -3.58643 -0.1009 -1.2849 -1.1834 0.2386
H 1.31330 -0.94644 -1.85935 0.6529 -0.0761 -0.5694 0.4273
H 0.13567 -3.07948 -1.31513 -0.3858 -0.0932 0.4359 0.2218
H -0.95212 -2.84521 0.17959 0.9455 -0.2825 -0.5975 0.2519
H 0.62228 -3.76921 0.20677 -0.0982 -0.1809 0.3173 0.2654
H 2.49765 -2.33501 1.36638 -0.1201 0.9669 -1.5317 0.2741
H 2.62969 -0.68252 0.61444 0.7649 0.0924 -0.1427 0.2284
H 2.85272 -2.26704 -0.48351 -0.4532 1.3617 1.7624 0.2264
H -2.14609 -0.10112 3.74932 -0.2238 -0.3904 0.6534 0.2295
H -0.52497 -0.97601 3.21584 -1.7335 1.0176 0.5373 0.2701
H -0.42991 0.47010 4.09854 -0.3647 0.4463 0.9267 0.2262
H -1.35623 2.42022 1.10335 -0.7960 0.7538 1.9881 0.1650
H -2.89018 1.77904 1.89257 0.5797 0.7795 0.4989 0.2228
H -1.58172 2.54754 2.95867 -0.0912 1.1966 0.6550 0.2555
H -1.58148 1.39638 -0.20008 1.5346 -1.1492 -0.1752 0.4492
```
Forces are in eV/Å.

Values from the calculation:
lowest unoccupied orbital energy: -0.3615 hartree
SMILES: C=[N+](C)C1=[NH+]C(C)(C)N=C(N(C)C)N1
HOMO: -15.3 eV
relative energy (zero: lowest compared OMol25 entry of this formula, charge and spin): 2.681 eV
net charge: +2

ORCA calculation (ωB97M-V with the def2-TZVPD basis set) on the ion C9H19NO2P with charge +1.

XYZ file:
```
32
Properties=species:S:1:pos:R:3:forces:R:3:nbo_charge:R:1
C -1.71607 4.44316 -1.58186 1.1122 -0.5567 -0.5817 -0.3002
C -1.23471 3.75868 -0.51762 -0.5566 -0.0191 -1.6821 -0.1439
C -1.10339 4.41835 0.78342 0.7108 0.3971 0.6918 -0.6491
C -0.96304 2.29895 -0.60045 0.0992 -1.7817 4.5425 0.2517
O -1.13311 1.62683 -1.72991 0.8597 2.2857 -1.3814 -0.6739
P -0.64784 1.26519 1.14410 -0.4954 2.1775 -4.5759 0.2552
C -0.39709 -0.37283 0.20940 4.0172 1.2179 -0.3129 -0.1898
O -1.52320 -1.01118 -0.16831 -2.4953 -0.8734 -0.0154 -0.7374
C 0.51642 -1.19855 1.17780 -2.3450 0.0789 -0.6288 -0.2561
N 1.05098 -2.44244 0.53821 0.6636 -0.2512 -1.5228 -0.2205
C -0.10845 -3.27873 0.02955 -0.2813 1.0166 -3.5600 -0.4591
C 1.86576 -2.18924 -0.70367 -0.1590 -0.8889 0.6584 -0.3903
C 2.02886 -3.18166 1.35787 2.4198 -0.4515 2.9004 -0.4473
H -2.03076 5.48667 -1.58481 0.2093 -0.2658 0.4394 0.2319
H -1.61882 4.06335 -2.61170 -0.5882 -0.1437 0.4320 0.1722
H -1.23440 5.50491 0.71761 0.7218 -0.2523 -0.1038 0.2397
H -0.20973 4.06084 1.32395 -0.0947 0.6814 -0.3499 0.2434
H -1.89863 4.14117 1.40568 -1.3823 -0.7321 1.0561 0.2375
H -1.04193 2.34888 -2.45406 -0.4997 -1.8692 1.0301 0.5003
H 0.23603 -0.30654 -0.73472 -0.4779 0.9883 1.0841 0.1707
H -1.98448 -0.44148 -0.78258 -0.4074 0.2545 -0.1756 0.5056
H 1.27644 -0.55454 1.57561 0.6748 -0.0104 0.0042 0.2502
H -0.18340 -1.48352 1.96348 0.4267 -0.4777 0.4054 0.2360
H -0.36780 -3.92128 0.78080 -0.5820 -2.1091 1.5540 0.2213
H -1.00081 -2.65532 -0.25103 1.2643 -0.4502 0.8990 0.3035
H 0.11120 -3.70813 -1.02951 0.1899 0.0216 2.3745 0.2334
H 1.27882 -1.75177 -1.42433 -1.4415 1.0110 -1.6032 0.2194
H 2.70564 -1.58919 -0.54308 1.2229 0.9696 0.6762 0.2266
H 2.16717 -3.14880 -1.07937 0.2482 -0.3796 -0.0193 0.2288
H 1.76562 -3.45381 2.44319 -0.3644 0.7870 -1.7286 0.2551
H 2.35716 -4.12364 0.90936 -0.6395 0.1492 -0.3493 0.2438
H 3.03756 -2.60434 1.43698 -2.0302 -0.5241 -0.1569 0.2412
```
Forces are in eV/Å.

Values from the calculation:
lowest unoccupied orbital energy (alpha / beta): -0.1347 / -0.1349 hartree
SMILES: C=C(C)/C(O)=P/[C@H](O)C[N+](C)(C)C
HOMO (alpha / beta): -10.7 / -10.7 eV
relative energy (zero: lowest compared OMol25 entry of this formula, charge and spin): 4.413 eV
net charge: +1

ORCA calculation (ωB97M-V with the def2-TZVPD basis set) on a structure of composition C9H19NO2Yb.

XYZ file:
```
32
Properties=species:S:1:pos:R:3:forces:R:3:mulliken_charge:R:1
C -0.52490 -1.42748 2.49336 -0.6951 0.5015 1.3364 -1.9154
C -1.01100 -0.66559 1.32949 -1.7986 -0.4227 0.3353 0.4863
C -1.63786 -1.45443 0.23477 -0.0745 -0.4380 -0.4193 -0.1433
C -2.01797 -0.55079 -0.93251 0.9245 0.5978 0.1196 -1.1148
C -0.94087 0.55021 -1.19329 -1.0807 -0.3619 -0.7641 -0.0028
C -0.91146 1.94241 -0.59329 1.1115 -0.1132 0.1752 -0.7375
C 0.57849 2.43596 -0.52614 -0.6444 -0.8287 0.1532 -0.7462
C 1.50724 1.51846 0.27948 0.9627 1.1253 -0.3376 -0.0417
O 2.41936 0.62930 -0.53219 -0.7218 -1.5045 0.6707 -0.3299
C 2.28408 -0.69366 -0.54185 0.0726 0.2068 0.9182 0.7732
N 2.28013 -1.20064 -1.81316 -0.3005 0.1765 0.8325 -0.4498
O 2.20438 -1.50144 0.50041 -0.3613 2.5651 -2.6602 -0.5844
H -1.25821 -1.94611 3.08963 -0.3108 -0.4398 0.0558 0.5340
H 0.17273 -2.09816 2.06943 -2.1642 1.8503 1.7828 0.4499
H 0.03317 -0.78624 3.15608 0.3195 0.1832 0.4072 0.5147
H -0.15122 -0.24536 0.96484 1.4815 1.4493 -0.9918 -0.7985
H -1.72859 0.09050 1.59710 -0.0454 0.4980 0.4313 0.5574
H -0.94287 -2.20804 -0.18682 0.3799 -0.2436 0.1015 0.0282
H -2.45942 -2.02739 0.63464 -0.5414 -0.2346 -0.1026 0.4050
H -2.00282 -1.12851 -1.84019 -0.3854 -0.3964 -0.3166 0.4600
H -3.01376 -0.16008 -0.81767 -0.3806 0.3333 0.1278 0.3469
H -1.00428 0.71089 -2.25853 0.3157 0.0072 -0.5086 0.5817
H 0.01790 0.11153 -1.00675 0.6205 -0.5826 -0.0830 -0.4818
H -1.48188 2.60176 -1.22182 -0.2087 0.4465 -0.1707 0.4671
H -1.35410 1.99655 0.38697 -0.1021 0.0251 0.5153 0.2990
H 0.59841 3.38701 -0.02310 0.0676 0.4717 0.1908 0.4466
H 1.00525 2.60677 -1.50088 0.0535 0.0199 -0.5110 0.3594
H 0.95867 0.92896 0.93915 -0.5859 -1.0693 0.9689 0.2131
H 2.17498 2.09842 0.88811 0.4990 0.2583 0.0136 0.3947
H 1.37935 -1.61694 -1.99409 0.0070 -1.0506 -0.1332 0.2740
H 2.35178 -0.45088 -2.48121 0.3630 0.3601 -0.2737 0.3342
Yb 1.22610 -3.15949 1.43343 3.2230 -3.3900 -1.8638 1.4208
```
Forces are in eV/Å.

Values from the calculation:
lowest unoccupied orbital energy: -0.3164 hartree
HOMO: -17.3 eV
net charge: +2

ORCA calculation (ωB97M-V with the def2-TZVPD basis set) on the ion C9H19NO5PS2 with charge +1.

XYZ file:
```
37
Properties=species:S:1:pos:R:3:forces:R:3:nbo_charge:R:1
C 2.72496 -0.92568 0.95617 0.0497 -0.0689 0.0926 -0.2608
O 2.22726 0.26931 0.36501 0.0997 0.0391 0.0878 -0.5896
C 3.10664 0.89589 -0.55883 0.1764 -0.0189 -0.0133 -0.0702
C 2.36230 1.12419 -1.85705 0.2021 0.1838 -0.2555 -0.4091
C 1.06592 1.88540 -1.59096 -0.0737 0.2272 -0.0986 -0.4989
C 0.09220 1.08800 -0.81597 0.2192 -0.2250 0.2492 0.5807
N -0.59411 1.55423 0.16935 -0.1864 0.1649 -0.1985 -0.5088
C -1.43603 0.56336 0.85546 0.0432 -0.2255 0.4773 -0.2884
S -0.41479 -0.05856 2.28746 -0.2747 0.1042 -0.0815 0.0106
P -3.05713 1.36982 1.53372 0.1394 0.0786 -0.2520 1.4430
O -2.26583 2.53125 2.36931 0.0203 -0.1808 0.0601 -0.9979
O -3.46014 0.25582 2.62709 0.1207 0.3007 0.1663 -0.9767
C -1.61984 -0.42690 -0.30506 0.3086 0.0314 -0.2903 -0.5435
S -2.26733 -2.05390 0.13230 -0.1852 0.0463 0.2477 2.2100
C -1.82343 -3.05889 -1.24246 0.1030 -0.0724 -0.1554 -0.8983
O -3.69106 -1.89274 0.15023 0.0577 0.0379 -0.0342 -0.9138
O -1.57279 -2.53154 1.29318 0.0844 -0.0305 -0.0858 -0.9255
C -0.27839 -0.34379 -1.06419 -0.5138 0.0162 -0.1616 -0.5082
H 1.96494 -1.28294 1.65005 0.0491 -0.0143 -0.0786 0.2108
H 2.90325 -1.69399 0.19673 0.0617 0.0378 0.0187 0.1785
H 3.64597 -0.73341 1.51210 -0.0047 -0.0211 -0.0727 0.1957
H 3.42567 1.85611 -0.13744 0.0170 -0.0503 -0.0258 0.1883
H 4.00474 0.29837 -0.73583 -0.0814 -0.0483 0.0748 0.2056
H 2.16498 0.19195 -2.39208 -0.0028 -0.0477 0.1435 0.2167
H 2.99127 1.72735 -2.51653 -0.0844 -0.0139 0.0038 0.2461
H 0.57537 2.16031 -2.53262 0.0351 -0.0924 -0.0020 0.2760
H 1.28958 2.81924 -1.06757 -0.1074 -0.0067 0.0004 0.2387
H -0.51152 2.50739 0.51301 0.0045 -0.0646 0.0908 0.4528
H 0.61184 0.77300 2.05550 0.0014 0.0142 0.0319 0.1366
H -1.57487 2.16512 2.95404 -0.0871 0.0997 -0.0087 0.4938
H -3.03408 0.33982 3.49703 -0.0475 -0.2211 -0.2331 0.5143
H -2.37583 -0.02091 -0.98642 -0.1647 0.0244 0.2391 0.2618
H -2.17006 -2.61124 -2.17329 -0.1048 -0.0183 0.0667 0.2503
H -2.33886 -4.00395 -1.06418 0.0347 0.0249 -0.0619 0.2866
H -0.74651 -3.21583 -1.26148 -0.0317 -0.0344 0.0606 0.2464
H -0.41835 -0.50734 -2.13437 0.1594 -0.1253 0.0221 0.2580
H 0.49407 -1.01432 -0.68140 -0.0370 0.1493 -0.0240 0.2883
```
Forces are in eV/Å.

Values from the calculation:
lowest unoccupied orbital energy: -0.1427 hartree
SMILES: COCCCC1=[NH+][C@@](S)(P(O)O)[C@H](S(C)(=O)=O)C1
HOMO: -12.6 eV
net charge: +1

| no. | electronic energy (hartree) |
| --- | --- |
| 1 | -627.3871 |
| 2 | -900.5037 |
| 3 | -1717.5821 |
| 4 | -1922.7894 |